No. 1
The following is a DFT calculation (ωB97M-V with the def2-TZVPD basis set) of a molecular structure, C34H43BF2GeN3O6Ti.

XYZ file:
```
91
Properties=species:S:1:pos:R:3
H 1.90 0.31 -2.78
C 2.10 -2.95 -1.17
C -0.83 -2.14 -3.18
H -3.99 2.37 -1.55
H -2.94 5.00 -0.41
C -2.28 4.13 -0.37
C -1.11 1.81 -3.45
C 0.37 0.47 6.14
B -1.08 1.78 1.61
H 3.79 -4.11 -1.67
O 3.36 -3.48 0.77
N 0.94 -2.28 -1.55
H -4.74 1.73 -0.08
H -2.00 3.87 -1.40
C 0.90 1.73 6.42
H 0.99 2.07 7.44
H -1.38 4.40 0.18
H 4.56 0.78 3.31
C -2.19 -1.74 2.20
C 1.11 0.71 -3.41
C 2.42 -2.87 0.27
H 1.56 1.43 -4.11
H 0.06 -0.17 6.96
O -1.52 -1.08 -0.04
C 4.56 0.34 2.32
H 0.02 3.00 -1.07
C -1.60 -3.42 0.44
C -3.49 3.42 1.69
N -0.03 0.69 1.43
H -4.24 -2.91 0.73
H 0.73 3.49 -2.62
H 1.64 2.45 -1.50
H -2.56 -0.73 2.39
H 6.29 -1.67 0.24
H -1.15 -1.79 2.54
C -1.30 -2.31 -4.48
C -4.23 2.59 -0.51
H 2.63 1.19 1.74
H 6.43 -0.69 2.53
H -1.63 -3.65 -0.62
C 3.48 0.59 1.49
H -4.01 2.62 2.20
C 5.59 -0.47 1.89
F -1.85 1.55 2.75
C -3.70 -2.09 0.23
C 0.66 2.67 -1.90
C 0.70 0.29 2.41
H 0.66 -0.09 -3.99
C -0.49 -2.89 -5.45
O 2.39 0.27 -0.53
H -0.75 2.43 -4.28
H 1.43 2.78 3.24
H 3.16 -4.24 -4.12
H -4.21 -1.16 0.47
C 2.54 -3.72 -3.40
Ti 0.62 -0.68 -0.08
H -4.18 4.25 1.54
C 0.27 0.03 4.84
H -2.67 3.76 2.32
H -1.87 2.37 -2.91
C 0.47 -2.54 -2.81
H -0.86 -3.02 -6.46
C -2.25 -2.07 0.71
O -2.08 1.85 0.39
C 1.17 2.12 4.06
C -3.00 2.97 0.31
C 5.52 -1.01 0.61
O -0.40 0.53 -1.53
H -2.30 -1.98 -4.73
H -0.55 -3.39 0.76
C 2.90 -3.64 -2.07
H -2.11 -4.21 1.00
O 1.61 -2.09 0.91
H -0.09 -0.97 4.63
H 1.70 3.53 5.58
H -3.75 -2.26 -0.85
H 4.26 -1.17 -1.16
N 3.43 0.03 0.27
C 0.77 -3.35 -5.10
C 0.07 1.43 -2.56
C 0.66 0.84 3.77
C 1.27 -3.20 -3.79
F -0.47 3.06 1.65
Ge -2.22 0.36 -1.01
H -4.91 3.44 -0.50
H -1.57 0.91 -3.87
H -2.79 -2.46 2.76
H -1.46 -1.70 -2.43
C 1.30 2.55 5.37
H 1.39 -3.84 -5.83
C 4.43 -0.75 -0.18
```

Values from the calculation:
* net charge: -1
* expectation value of S²: 2.027
* Kohn-Sham gap (spin up / spin down): 4.92 / 5.93 eV
* 2S+1: 3
* largest force on an atom: 1.10 eV/Å

Just the Mulliken charges please, in e? Sure, here they are: H -0.048; C -0.129; C 0.668; H 0.449; H 0.485; C -1.505; C -1.725; C -0.712; B 1.804; H 0.552; O -0.822; N 1.460; H 0.349; H 0.233; C -0.455; H 0.383; H 0.170; H 0.469; C -1.383; C -1.597; C 0.087; H 0.518; H 0.394; O 2.158; C -1.026; H 0.020; C -1.676; C -1.799; N 1.110; H 0.455; H 0.461; H 0.029; H 0.128; H 0.421; H 0.077; C -0.558; C -1.879; H 0.888; H 0.394; H 0.316; C -0.131; H 0.368; C -0.246; F -0.407; C -2.054; C -1.255; C -1.067; H 0.294; C -0.794; O -0.512; H 0.501; H 0.460; H 0.351; H 0.371; C -1.628; Ti -0.538; H 0.504; C -0.170; H 0.260; H 0.340; C -0.820; H 0.351; C 1.048; O -1.568; C -0.130; C 1.620; C -0.950; O 1.797; H 0.466; H 0.193; C -0.387; H 0.503; O -0.302; H 0.364; H 0.378; H 0.379; H 0.612; N -0.040; C -0.613; C 1.622; C 0.177; C 1.137; F -0.327; Ge -0.667; H 0.478; H 0.236; H 0.541; H -0.156; C -1.037; H 0.368; C -0.083

No. 2
The following is a DFT calculation (ωB97M-V with the def2-TZVPD basis set) of 3 unconnected molecules or ions with the total composition C34H44F6INO13.

XYZ file:
```
99
Properties=species:S:1:pos:R:3
O 4.49 1.58 -1.35
C 2.22 1.73 1.26
O -3.71 -1.21 3.36
C 4.04 -1.34 -1.90
H -1.36 3.47 -6.34
O 5.25 -1.23 -1.78
H 4.13 -3.88 -2.03
H 3.06 3.18 5.24
C -3.11 1.52 2.09
O -2.51 0.46 -3.70
C 4.99 2.01 2.07
C 4.83 3.18 4.08
H -4.40 3.07 -6.31
H 4.75 -3.58 0.95
H -5.41 -1.13 1.44
H -0.39 1.31 3.90
C -0.60 0.15 2.07
H -4.06 3.47 2.01
O 0.63 -0.51 2.47
O -5.41 -0.85 4.70
O 4.58 2.03 3.45
C 5.09 -3.85 -0.04
N 3.15 2.31 0.34
O 5.55 4.06 3.66
H 3.91 -5.29 -1.06
C 2.34 -0.09 -5.19
C 3.65 1.31 -0.53
C 3.13 -1.23 -0.69
C 3.51 -1.53 -3.35
H 5.74 -3.06 -0.40
F 3.72 0.86 -3.56
H 4.93 3.37 0.46
C -2.24 2.83 -6.29
F 4.64 -0.37 -5.05
O 1.65 2.32 2.14
C -3.50 3.68 -6.38
C 0.83 -3.11 1.66
H -2.16 2.11 -7.11
C -7.55 -1.93 5.14
F 2.68 0.91 -6.03
H -7.11 -2.49 5.97
O -2.34 1.35 3.26
F 2.25 -2.00 -3.37
H 2.39 -4.32 0.35
C 4.22 2.96 1.17
H 4.94 0.97 1.76
C 2.46 -2.30 -0.10
H -5.11 2.15 1.65
H -0.93 -2.43 0.53
H -8.60 -1.73 5.37
H -4.79 0.74 -5.33
C 3.96 -4.21 -1.01
O 0.93 1.55 -4.12
H -0.56 -0.19 -3.75
H -4.67 2.40 3.32
C -3.80 0.46 -5.69
H -1.17 -2.64 2.27
C -5.83 -1.53 2.36
H -0.73 2.25 2.44
H 4.42 2.38 5.98
H -3.52 4.40 -5.57
H 5.73 -4.72 0.06
H -3.69 0.79 -6.72
C 2.19 0.28 0.91
H -0.51 0.49 1.04
F 4.28 -2.47 -3.93
C 3.00 0.00 -0.16
H 6.05 2.27 2.03
C -2.76 1.01 -4.75
H -3.52 4.22 -7.33
C -4.29 2.45 2.30
H -5.89 -2.61 2.29
C 2.59 -3.74 -0.53
H -1.12 -4.03 1.22
I 0.98 -4.38 -1.84
H -6.83 -1.12 2.46
H -3.71 -0.63 -5.70
H -7.23 -0.02 4.14
H -7.51 -2.57 4.26
H 4.41 4.16 5.93
C 4.13 3.26 5.41
C 1.63 -2.04 0.96
C 1.07 0.40 -4.48
F 2.13 -1.17 -5.95
O 0.17 -0.56 -4.29
C -6.80 -0.63 4.93
H -1.44 -0.54 2.09
C -0.96 1.33 2.98
C -4.90 -1.17 3.50
H -3.50 0.54 1.81
H 0.97 -2.96 2.72
H -2.54 1.88 1.24
H 3.81 3.81 1.71
C 3.57 -0.26 -4.25
H 1.15 -4.12 1.43
C -0.70 -3.05 1.38
H -6.84 -0.04 5.84
C 1.48 -0.75 1.43
O -2.15 2.16 -5.03
```

Values from the calculation:
* structure (SMILES): CCOCCOc1c(CC)c([C@@H](I)CC)c(C(=O)C(F)(F)C(F)(F)C(F)(F)C(=O)O)c2c1C(=O)N(CCOC(C)=O)C2=O.CCOC(C)=O.CCOC(C)=O
* Kohn-Sham gap: 8.58 eV
* largest force on an atom: 2.55 eV/Å

Just the Mulliken charges please, in e? Sure, here they are: O -0.566; C 0.357; O -0.518; C -0.633; H 0.364; O -0.535; H 0.207; H 0.228; C 0.212; O -0.680; C -0.400; C 0.857; H 0.280; H 0.283; H 0.322; H 0.344; C 0.192; H 0.411; O -0.599; O -0.363; O -0.351; C -1.212; N 0.229; O -0.570; H 0.704; C 0.835; C 0.145; C 0.932; C 0.753; H 0.286; F -0.190; H 0.404; C -0.423; F -0.337; O -0.561; C -1.055; C -0.948; H 0.377; C -1.003; F -0.300; H 0.304; O -0.354; F -0.209; H 0.896; C -1.153; H 0.375; C 0.730; H 0.354; H 0.372; H 0.358; H 0.289; C -0.511; O -0.559; H 0.417; H 0.322; C -1.225; H 0.281; C -1.160; H 0.436; H 0.310; H 0.313; H 0.393; H 0.405; C 0.839; H 0.311; F -0.338; C 0.377; H 0.364; C 0.915; H 0.372; C -1.623; H 0.305; C -1.808; H 0.438; I 0.022; H 0.391; H 0.302; H 0.337; H 0.280; H 0.325; C -1.059; C 0.331; C 0.285; F -0.289; O -0.415; C -0.404; H 0.142; C -1.035; C 0.840; H 0.040; H 0.579; H 0.379; H 0.498; C 0.384; H 0.162; C -1.360; H 0.332; C 0.187; O -0.269